Computed, not measured: a structure of composition C5H7O6P at a distorted geometry, with ωB97M-V/def2-TZVPD.

The geometry in XYZ format:
```
19
Properties=species:S:1:pos:R:3:forces:R:3
C -1.92879 -1.56590 1.79143 -2.767 -1.515 -1.554
C -1.27762 -0.07607 -0.92669 0.526 1.455 0.123
C 0.85909 -0.95454 1.13556 2.720 2.559 -0.808
C 0.18536 0.38285 -1.00822 1.154 -1.228 -1.303
C 1.10938 -0.81162 -0.39368 -3.559 2.058 0.631
O -2.76935 -2.05669 1.19442 1.832 0.920 1.540
O -1.42947 2.95787 -2.04104 -0.013 0.811 -1.646
O -2.01005 0.95498 -0.62351 0.000 -0.120 0.305
O 0.13790 0.14413 1.72545 0.626 -0.409 -0.378
O 0.51902 1.68441 -0.42217 -1.714 -1.353 2.692
O 2.41249 -0.45765 -0.54273 1.637 -0.389 -0.636
P -1.50665 2.69029 -0.63074 0.354 -1.327 1.084
H 1.90607 -0.77609 1.48042 -0.840 -0.836 0.417
H 0.49761 -1.93283 1.31660 -0.620 -0.702 0.856
H 0.42034 0.47699 -2.16197 -0.452 -0.255 2.074
H 0.69812 -1.74387 -0.78518 0.751 -0.092 -0.939
H -0.77234 -0.14636 1.72479 -0.608 0.154 0.408
H 0.38287 1.47595 0.63565 0.729 0.251 -2.820
H 2.56601 -0.24583 -1.46839 0.243 0.017 -0.046
```
Positions in Å, forces in eV/Å.

Summary:
- HOMO-LUMO gap: 8.70 eV
- HOMO: -8.55 eV
- ΔE to the lowest compared entry with this formula, charge and spin: 69.8 kcal per mole
- LUMO energy: 0.1474 eV
- E_tot: -987.39792 Eh


Computed, not measured: an isolated molecule of C5H7P at a distorted geometry, with ωB97M-V/def2-TZVPD.

The geometry in XYZ format:
```
13
Properties=species:S:1:pos:R:3:forces:R:3
C -0.22721 1.58111 0.84668 1.060 -0.211 -1.488
C 1.07940 1.50225 0.03915 -0.130 0.774 2.771
C 0.33252 -2.80898 -0.59899 -0.579 1.180 -2.005
C -1.14504 0.59415 0.20236 2.430 -0.664 -1.727
C -0.74509 -0.33478 -0.61809 1.392 -1.518 -0.916
P 0.02139 -1.48345 -1.66050 -1.351 1.229 0.396
H -0.21802 1.14905 1.84614 0.656 0.958 0.524
H -0.67848 2.59999 0.75571 0.328 -0.677 0.576
H 1.02583 1.37227 -0.96913 -0.723 -0.321 -2.647
H 2.10933 1.65303 0.29998 0.034 0.178 1.092
H 0.08523 -3.76682 -0.92682 0.226 -1.567 -0.615
H 0.48818 -2.65029 0.38731 0.354 0.302 3.049
H -2.12804 0.59245 0.39620 -3.699 0.340 0.989
```
Positions in Å, forces in eV/Å.

Summary:
- HOMO-LUMO gap (spin up / spin down): 8.49 / 8.29 eV
- HOMO (spin up / spin down): -7.87 / -9.05 eV
- ΔE to the lowest compared entry with this formula, charge and spin: 64.9 kcal per mole
- Spin multiplicity: 3
- LUMO energy (spin up / spin down): 0.6215 / -0.7629 eV
- E_tot: -535.83476 Eh


Computed, not measured: an isolated molecule of C5H7PS at a distorted geometry, with ωB97M-V/def2-TZVPD.

The geometry in XYZ format:
```
14
Properties=species:S:1:pos:R:3:forces:R:3
C 0.86315 -1.11697 -0.91259 1.572 1.838 -0.054
C 1.06655 0.14581 -0.44645 -1.256 -0.963 -0.456
C 0.00532 -2.01009 -0.26083 -3.424 0.739 2.160
C 0.33355 0.90770 0.61742 -0.715 0.162 -2.285
C -1.19515 0.70275 0.48340 2.054 -1.476 -0.105
P -0.16176 -3.62015 -0.59832 1.849 -0.270 -1.199
S -1.38129 -1.05719 1.02301 0.991 -0.629 -2.081
H 1.37037 -1.46507 -1.84531 -0.439 0.397 0.876
H 1.53209 0.83595 -1.06710 1.604 0.671 -1.257
H 0.64850 0.65539 1.57860 0.317 -0.479 1.721
H 0.52746 1.96359 0.46669 0.290 0.275 -0.024
H -1.52377 1.40307 1.17423 -1.439 0.630 1.916
H -1.62305 1.06126 -0.45178 0.175 -0.794 -0.377
H -1.31794 -3.94556 -0.00133 -1.581 -0.101 1.164
```
Positions in Å, forces in eV/Å.

Summary:
- HOMO-LUMO gap: 7.94 eV
- HOMO: -8.38 eV
- ΔE to the lowest compared entry with this formula, charge and spin: 58.1 kcal per mole
- LUMO energy: -0.4333 eV
- E_tot: -934.14669 Eh
- SMILES: [H]/P=C1/C=CCCS1


Computed, not measured: an isolated molecule of C5H8 at a distorted geometry, with ωB97M-V/def2-TZVPD.

The geometry in XYZ format:
```
13
Properties=species:S:1:pos:R:3:forces:R:3
C -0.58249 -1.61436 0.39535 -1.649 -1.502 0.403
C 0.06390 -0.32596 0.21024 -1.116 1.520 -1.631
C 0.89895 0.07461 1.12452 3.704 1.211 1.897
C -0.27880 0.54384 -1.01113 1.287 -1.377 -0.191
C -0.16459 1.87695 -0.98522 0.323 -0.034 -0.609
H -0.05285 -2.14501 1.26087 -0.950 0.240 -1.561
H -1.68351 -1.45392 0.68812 1.457 -0.400 -0.450
H -0.57902 -2.14313 -0.59935 0.013 -0.077 1.220
H 1.23874 -0.59113 1.97487 -0.802 0.769 -1.004
H 1.57582 0.98572 1.03854 -1.306 -1.046 -0.011
H -0.34936 -0.03901 -2.03700 -0.214 1.337 2.211
H -0.17650 2.34090 -1.98878 -0.183 0.261 0.913
H 0.08970 2.49050 -0.07105 -0.564 -0.902 -1.188
```
Positions in Å, forces in eV/Å.

Summary:
- HOMO-LUMO gap: 10.22 eV
- HOMO: -9.09 eV
- ΔE to the lowest compared entry with this formula, charge and spin: 34.2 kcal per mole
- LUMO energy: 1.1221 eV
- E_tot: -195.23747 Eh
- SMILES: C=CC(=C)C